Formula: C26H20BF3N9O2Pd
Source: the OMol25 dataset
Level of theory: ωB97M-V with the def2-TZVPD basis set

Calculated values
frontier orbital gap	6.91	eV
energy above the lowest of the compared OMol25 structures with the same formula, charge and spin	0.000	eV
E_HOMO	-11.54	eV
LUMO energy	-4.6350	eV
total charge	+1

Geometry (Å):
Pd -0.029 -0.484 0.250
C -1.763 -2.298 3.647
C -0.735 -3.046 4.216
C 0.539 -2.913 3.722
C 0.797 -2.057 2.646
N -0.238 -1.451 2.029
C -1.479 -1.525 2.553
N 2.129 -1.812 2.383
C 2.522 -0.835 1.658
N 1.784 -0.049 0.799
C 2.565 0.907 0.198
N 2.269 1.695 -0.766
C 1.172 1.545 -1.583
C 1.084 2.450 -2.648
C 0.149 2.277 -3.635
C -0.683 1.159 -3.588
C -0.595 0.326 -2.508
N 0.274 0.540 -1.496
C 3.907 0.802 0.801
C 5.046 1.556 0.608
C 6.188 1.162 1.296
C 6.180 0.050 2.137
C 5.027 -0.704 2.327
C 3.898 -0.305 1.641
H -2.772 -2.327 4.029
H -0.929 -3.697 5.058
H 1.389 -3.408 4.166
H -2.244 -0.947 2.061
H 1.801 3.257 -2.661
H 0.083 2.980 -4.455
H -1.396 0.942 -4.370
H -1.227 -0.543 -2.423
H 5.042 2.417 -0.047
H 7.103 1.727 1.178
H 7.089 -0.227 2.653
H 5.008 -1.565 2.981
B -1.420 -3.486 -0.250
N -2.334 -2.239 -0.488
C -3.625 -2.233 -0.824
C -4.096 -0.928 -0.812
C -2.999 -0.160 -0.457
N -1.947 -0.967 -0.257
N -0.057 -3.186 -0.949
C 0.632 -3.975 -1.773
C 1.858 -3.387 -2.056
C 1.845 -2.196 -1.355
N 0.693 -2.104 -0.675
H -1.234 -3.646 0.926
H -1.921 -4.426 -0.794
H -4.125 -3.161 -1.045
H -5.088 -0.582 -1.038
H -2.897 0.909 -0.373
H 0.209 -4.914 -2.090
H 2.644 -3.769 -2.681
H 2.587 -1.416 -1.309
F -2.507 2.793 2.625
C -1.370 3.188 2.027
F -0.395 3.181 2.938
F -1.532 4.426 1.587
C -1.073 2.217 0.852
O -0.633 1.086 1.316
O -1.308 2.540 -0.285


Formula: C9H13N2PS2
Source: the OMol25 dataset
Level of theory: ωB97M-V with the def2-TZVPD basis set

Calculated values
frontier orbital gap	6.74	eV
SMILES string	C=CCn1c(=S)n(CC=C)p(C)c1=S
energy above the lowest of the compared OMol25 structures with the same formula, charge and spin	4.752	eV
E_HOMO	-7.80	eV
LUMO energy	-1.0505	eV

Geometry (Å):
C -0.524 -0.579 0.442
C -0.623 2.021 0.338
C -4.548 -1.180 0.436
C 3.764 -0.362 1.511
C -3.669 -0.350 -0.062
C 3.156 -0.489 0.361
C 1.582 1.854 -1.255
C -2.811 0.596 0.772
C 1.809 -1.227 0.227
N -1.407 0.435 0.713
N 0.730 -0.245 0.389
P 1.037 1.518 0.546
S -0.897 -2.212 0.385
S -1.554 3.334 0.430
H -5.311 -1.655 -0.297
H -4.633 -1.580 1.488
H 4.720 0.085 1.644
H 3.247 -0.747 2.416
H -3.342 -0.384 -1.133
H 3.792 -0.488 -0.584
H 1.278 1.013 -1.846
H 2.712 1.826 -1.210
H 1.215 2.699 -1.653
H -3.100 0.659 1.852
H -3.050 1.596 0.335
H 1.662 -2.039 0.992
H 1.756 -1.696 -0.750


Formula: C2H8N2
Source: the OMol25 dataset
Level of theory: ωB97M-V with the def2-TZVPD basis set

Calculated values
frontier orbital gap	10.16	eV
SMILES string	C=N.CN
energy above the lowest of the compared OMol25 structures with the same formula, charge and spin	1.538	eV
E_HOMO	-9.13	eV
LUMO energy	1.0329	eV

Geometry (Å):
C 1.811 0.672 0.784
N 2.227 -0.474 -0.060
H 0.859 0.417 1.240
H 2.642 1.038 1.377
H 1.529 1.505 0.125
H 1.427 -1.082 -0.127
H 2.425 -0.195 -1.011
C -2.951 -0.281 -0.358
N -1.711 -0.058 -0.480
H -3.637 0.557 -0.241
H -3.376 -1.285 -0.258
H -1.247 -0.815 -0.993


Formula: C3H6N3
Source: the OMol25 dataset
Level of theory: ωB97M-V with the def2-TZVPD basis set

Calculated values
frontier orbital gap (alpha / beta)	8.75 / 8.75	eV
SMILES string	[H]/N=[N+](\C)N=C=C
energy above the lowest of the compared OMol25 structures with the same formula, charge and spin	4.871	eV
E_HOMO (alpha / beta)	-15.08 / -15.08	eV
LUMO energy (alpha / beta)	-6.3331 / -6.3327	eV
total charge	+1

Geometry (Å):
C 0.029 -1.481 -0.085
C -0.646 -2.511 0.338
C 0.392 1.741 -0.825
N 0.698 -0.509 -0.489
N -0.154 0.534 1.230
N 0.295 0.646 0.086
H -1.241 -3.141 -0.209
H -0.520 -3.028 1.296
H -0.340 1.923 -1.595
H 0.305 2.670 -0.292
H 1.391 1.749 -1.326
H -0.211 1.406 1.871


Formula: C33H41Cl5FIrN3OP2Si
Source: the OMol25 dataset
Level of theory: ωB97M-V with the def2-TZVPD basis set

Calculated values
frontier orbital gap (alpha / beta)	6.39 / 5.32	eV
2S+1	5
energy above the lowest of the compared OMol25 structures with the same formula, charge and spin	0.009	eV
E_HOMO (alpha / beta)	-9.51 / -10.45	eV
LUMO energy (alpha / beta)	-3.1238 / -5.1311	eV
total charge	+1

Geometry (Å):
Ir -0.575 -0.062 0.400
C -0.808 2.164 2.987
Si -0.858 0.485 3.787
C -2.540 0.049 4.461
C 0.434 0.575 5.142
N -0.558 -0.794 2.514
C -0.478 -2.094 2.852
C -0.076 -2.555 4.145
C 0.062 -3.886 4.437
C -0.223 -4.860 3.472
C -0.647 -4.476 2.207
C -0.763 -3.140 1.922
F -1.214 -2.805 0.724
H -1.354 2.856 3.638
H -1.268 2.215 2.001
H 0.222 2.525 2.917
H -2.452 -0.738 5.216
H -3.224 -0.297 3.682
H -2.999 0.918 4.942
H 0.330 1.574 5.581
H 1.457 0.501 4.763
H 0.306 -0.135 5.959
H 0.178 -1.823 4.892
H 0.398 -4.187 5.421
H -0.126 -5.911 3.712
H -0.907 -5.198 1.443
C 1.033 -2.564 -1.451
P 1.346 -0.987 -0.615
C 1.628 0.137 -2.038
N 2.334 -0.322 -3.042
C 2.505 0.475 -4.122
C 3.251 0.010 -5.230
C 3.416 0.820 -6.313
C 2.848 2.118 -6.344
C 2.122 2.589 -5.291
C 1.936 1.769 -4.153
N 1.210 2.226 -3.106
C 1.046 1.439 -2.073
P 0.037 2.060 -0.653
C 1.248 3.068 0.263
C -1.175 3.295 -1.331
C -2.049 3.782 -0.168
C -2.040 2.564 -2.367
C -0.506 4.534 -1.943
C 2.995 -1.185 0.221
C 2.780 -2.114 1.423
C 4.050 -1.785 -0.712
C 3.463 0.178 0.731
H 1.760 -2.729 -2.243
H 0.025 -2.521 -1.866
H 1.077 -3.382 -0.730
H 3.671 -0.987 -5.183
H 3.985 0.473 -7.167
H 2.996 2.738 -7.218
H 1.675 3.575 -5.292
H 1.809 3.694 -0.433
H 1.939 2.433 0.810
H 0.722 3.707 0.972
H -2.695 3.001 0.219
H -2.692 4.581 -0.543
H -1.463 4.202 0.653
H -2.484 1.656 -1.953
H -1.462 2.298 -3.253
H -2.853 3.225 -2.681
H 0.020 5.121 -1.186
H -1.296 5.170 -2.350
H 0.183 4.283 -2.743
H 2.393 -3.094 1.130
H 2.096 -1.670 2.151
H 3.741 -2.277 1.918
H 3.777 -2.790 -1.038
H 4.996 -1.859 -0.169
H 4.210 -1.173 -1.598
H 2.743 0.596 1.440
H 3.621 0.891 -0.083
H 4.413 0.059 1.257
Cl -7.227 -2.991 -0.167
C -5.656 -2.353 -0.434
C -5.229 -1.227 0.261
Cl -6.275 -0.462 1.390
C -3.950 -0.726 0.040
Cl -3.444 0.719 0.854
C -3.048 -1.328 -0.849
O -1.816 -0.907 -1.039
C -3.512 -2.453 -1.548
Cl -2.439 -3.207 -2.659
C -4.792 -2.958 -1.351
Cl -5.315 -4.340 -2.219


Formula: C11H25Cl2CrN2OP2
Source: the OMol25 dataset
Level of theory: ωB97M-V with the def2-TZVPD basis set

Calculated values
frontier orbital gap (alpha / beta)	6.42 / 8.06	eV
2S+1	4
energy above the lowest of the compared OMol25 structures with the same formula, charge and spin	0.000	eV
E_HOMO (alpha / beta)	-15.73 / -15.73	eV
LUMO energy (alpha / beta)	-9.3068 / -7.6704	eV
total charge	+2

Geometry (Å):
C -5.601 -1.558 -1.830
C -4.387 -1.161 -1.057
H -6.201 -0.673 -2.054
H -6.189 -2.265 -1.233
H -5.288 -2.042 -2.759
O -4.102 -0.058 -0.650
Cl -3.311 -2.547 -0.773
Cr 0.744 -0.233 0.220
P -0.665 -0.066 2.216
C -0.782 1.428 3.226
C -2.386 -0.591 2.115
H -2.789 -0.728 3.128
H -0.471 -1.380 4.250
H -2.428 -1.530 1.556
H 0.080 -2.285 2.798
H -1.471 2.140 2.758
H -2.967 0.156 1.561
C 0.081 -1.318 3.304
H -1.147 1.170 4.229
H 1.116 -1.035 3.499
H 0.205 1.892 3.299
P 0.941 0.276 -2.179
C 1.411 1.882 -2.885
C 2.256 -0.867 -2.724
H -0.854 -1.136 -2.918
H -0.062 -0.278 -4.288
H -1.208 0.592 -3.213
C -0.436 -0.185 -3.260
H 1.972 -1.887 -2.457
H 2.399 -0.783 -3.808
H 1.735 1.741 -3.925
H 2.225 2.329 -2.308
H 3.189 -0.633 -2.209
H 0.555 2.566 -2.862
Cl 0.363 -2.385 -0.147
N 3.526 1.083 0.087
C 4.576 1.518 0.802
C 4.181 1.461 2.128
C 2.860 1.008 2.138
N 2.476 0.727 0.871
H 3.427 1.174 -0.915
H 5.503 1.812 0.330
H 4.771 1.730 2.985
H 2.154 0.943 2.953


Formula: C13H19CaO5SbSe
Source: the OMol25 dataset
Level of theory: ωB97M-V with the def2-TZVPD basis set

Calculated values
frontier orbital gap	7.64	eV
energy above the lowest of the compared OMol25 structures with the same formula, charge and spin	0.000	eV
E_HOMO	-7.50	eV
LUMO energy	0.1424	eV

Geometry (Å):
Ca -0.761 -0.338 -0.952
O -2.237 -4.407 -1.681
C -1.878 -3.136 -1.693
O -1.734 -2.483 -0.680
C -1.758 -2.575 -3.092
O -0.862 -1.488 -3.176
C 0.489 -1.860 -3.577
C 1.423 -2.117 -2.375
O 2.353 -2.882 -2.535
O 1.110 -1.447 -1.324
H -2.372 -4.697 -0.762
H -2.757 -2.211 -3.347
H -1.498 -3.377 -3.780
H 0.878 -1.011 -4.136
H 0.450 -2.718 -4.244
C 1.630 1.341 3.238
Sb 1.310 0.140 1.488
C 2.644 -1.454 1.967
C 2.672 1.206 0.233
H 2.696 1.553 3.331
H 1.291 0.815 4.130
H 1.079 2.274 3.146
H 3.615 -1.051 2.250
H 2.749 -2.081 1.082
H 2.245 -2.046 2.790
H 3.549 1.497 0.811
H 2.197 2.101 -0.170
H 2.973 0.551 -0.584
Se -3.007 1.197 -1.514
C -2.297 2.061 0.050
C -1.667 3.307 -0.044
C -1.142 3.924 1.085
C -1.234 3.312 2.330
C -1.853 2.076 2.436
C -2.377 1.451 1.307
H -1.604 3.791 -1.010
H -0.667 4.893 0.991
H -0.829 3.799 3.208
H -1.936 1.589 3.400
H -2.886 0.501 1.404


Formula: C5H12S
Source: the OMol25 dataset
Level of theory: ωB97M-V with the def2-TZVPD basis set

Calculated values
frontier orbital gap	9.41	eV
SMILES string	C=CC.CSC
energy above the lowest of the compared OMol25 structures with the same formula, charge and spin	1.042	eV
E_HOMO	-8.40	eV
LUMO energy	1.0041	eV

Geometry (Å):
C 0.930 -1.020 1.706
S 1.665 -0.754 0.064
C 2.420 0.869 0.272
H 0.249 -1.867 1.610
H 0.324 -0.160 1.975
H 1.724 -1.324 2.378
H 2.444 1.411 -0.672
H 1.887 1.455 1.011
H 3.442 0.762 0.573
C -2.003 -1.043 -0.979
C -1.842 0.397 -1.355
C -1.064 1.302 -0.782
H -1.288 -1.646 -1.536
H -1.864 -1.207 0.094
H -3.044 -1.342 -1.107
H -2.395 0.719 -2.235
H -1.120 2.333 -1.109
H -0.467 1.115 0.092


Formula: C8H16NO6
Source: the OMol25 dataset
Level of theory: ωB97M-V with the def2-TZVPD basis set

Calculated values
frontier orbital gap	9.53	eV
energy above the lowest of the compared OMol25 structures with the same formula, charge and spin	3.174	eV
E_HOMO	-12.31	eV
LUMO energy	-2.7824	eV
total charge	+1

Geometry (Å):
C -2.879 -2.101 0.465
C -2.739 -0.839 0.341
C -0.715 1.216 0.235
C 0.776 1.698 -0.123
C 1.777 0.558 0.265
C 1.371 -0.704 -0.431
C -0.895 -0.208 -0.416
C 2.276 -1.838 -0.051
N -1.542 2.147 -0.561
O 0.036 -1.102 -0.044
O -3.472 0.272 0.425
O 0.902 2.863 0.716
O 3.013 1.058 -0.112
O -1.143 -0.030 -1.826
O 3.646 -1.594 0.097
H -3.945 -2.516 0.393
H -2.038 -2.724 0.591
H -0.948 1.288 1.279
H 1.037 1.984 -1.120
H 1.812 0.378 1.291
H 1.517 -0.449 -1.443
H 2.294 -2.760 -0.749
H 1.798 -2.036 0.877
H -1.375 2.057 -1.544
H -1.152 3.014 -0.217
H -2.562 1.989 -0.303
H -4.192 0.061 0.989
H 1.783 2.791 0.955
H 3.510 0.392 -0.607
H -0.833 -0.812 -2.361
H 3.767 -1.397 1.043


Formula: C2H4KNaO2
Source: the OMol25 dataset
Level of theory: ωB97M-V with the def2-TZVPD basis set

Calculated values
frontier orbital gap (alpha / beta)	8.10 / 8.03	eV
2S+1	2
E_HOMO (alpha / beta)	-12.30 / -12.31	eV
LUMO energy (alpha / beta)	-4.2073 / -4.2797	eV
total charge	+1

Geometry (Å):
O 0.878 0.524 -0.103
C 0.063 -0.592 -0.239
C -1.385 -0.230 -0.128
O -1.761 0.927 -0.225
H 0.301 -1.270 0.607
H 0.144 -1.292 -1.096
H -2.115 -1.060 -0.052
K -0.194 2.736 -0.599
Na 3.070 0.461 -0.514
H 0.998 -0.204 2.351


Formula: C2H3NO2
Source: the OMol25 dataset
Level of theory: ωB97M-V with the def2-TZVPD basis set

Calculated values
frontier orbital gap	10.54	eV
SMILES string	C#[N+][O-].C=O
energy above the lowest of the compared OMol25 structures with the same formula, charge and spin	4.525	eV
E_HOMO	-9.94	eV
LUMO energy	0.5918	eV

Geometry (Å):
C 1.924 -0.821 0.748
C -1.804 0.904 -0.081
N 1.903 -1.035 -0.401
O -1.198 -0.052 -0.505
O 2.075 -1.376 -1.544
H 1.319 -0.319 1.565
H -1.567 1.460 0.802
H -2.651 1.238 -0.585


Formula: C6H8N3O3
Source: the OMol25 dataset
Level of theory: ωB97M-V with the def2-TZVPD basis set

Calculated values
frontier orbital gap	9.62	eV
energy above the lowest of the compared OMol25 structures with the same formula, charge and spin	0.000	eV
E_HOMO	-13.96	eV
LUMO energy	-4.3379	eV
total charge	+1

Geometry (Å):
C 0.922 0.526 -2.296
C -0.399 0.695 -2.093
C 0.510 -0.048 -0.242
C -0.254 0.190 3.318
C 0.653 -0.001 2.324
C 0.706 -1.089 1.403
N -0.655 0.323 -0.774
N 1.431 0.072 -1.154
N -1.601 0.940 -2.881
O -1.466 1.110 -4.048
O -2.612 0.920 -2.212
O -0.292 -2.002 1.161
H 1.573 0.608 -3.190
H -0.132 1.178 3.852
H -1.011 -0.527 3.609
H 1.403 0.675 2.022
H 1.652 -1.708 1.340
H -1.566 0.085 -0.382
H 2.421 -0.197 -1.074
H -1.280 -1.750 1.316


Formula: C6H18NO
Source: the OMol25 dataset
Level of theory: ωB97M-V with the def2-TZVPD basis set

Calculated values
frontier orbital gap (alpha / beta)	4.36 / 12.21	eV
2S+1	2
energy above the lowest of the compared OMol25 structures with the same formula, charge and spin	0.926	eV
E_HOMO (alpha / beta)	-3.48 / -11.55	eV
LUMO energy (alpha / beta)	0.8855 / 0.6604	eV

Geometry (Å):
C 0.273 3.183 -0.432
C 0.502 1.683 -0.342
C -0.840 1.039 0.023
C -0.893 -0.399 0.631
C 0.483 -1.103 0.685
C -1.807 -1.275 -0.216
N 0.913 1.176 -1.745
H 0.266 3.554 0.607
H 1.101 3.735 -0.885
H -0.718 3.424 -0.815
H 1.263 1.358 0.351
H -1.486 1.013 -0.855
H -1.414 1.643 0.716
H -1.284 -0.383 1.644
H 0.841 -1.286 -0.319
H 0.412 -2.088 1.157
H 1.152 -0.474 1.268
H -1.467 -1.291 -1.247
H -1.810 -2.312 0.135
H -2.850 -0.954 -0.122
H 0.822 1.959 -2.417
H 1.876 0.735 -1.726
H 0.322 0.376 -2.048
H 1.177 -5.149 1.821
H 1.770 -3.769 1.751
O 1.395 -4.394 2.379


Formula: C14H12AsMoN5O7S4
Source: the OMol25 dataset
Level of theory: ωB97M-V with the def2-TZVPD basis set

Calculated values
frontier orbital gap	4.58	eV
energy above the lowest of the compared OMol25 structures with the same formula, charge and spin	1.288	eV
E_HOMO	-1.75	eV
LUMO energy	2.8272	eV
total charge	-2

Geometry (Å):
Mo 1.257 0.263 1.298
N 2.136 -1.804 0.270
C 3.458 -1.705 -0.343
C 3.516 -0.516 -1.306
C 3.579 0.806 -0.509
O 4.478 1.608 -0.674
O 2.618 0.891 0.341
H 2.143 -2.532 0.981
H 1.435 -2.096 -0.419
H 3.712 -2.632 -0.880
H 4.198 -1.565 0.453
H 2.611 -0.493 -1.926
H 4.394 -0.579 -1.950
S 2.915 2.890 5.116
As 1.654 1.485 4.221
S 2.772 -0.154 3.151
S 0.547 2.201 2.391
S 0.358 0.681 5.680
N -1.356 -1.302 3.779
C -0.748 -1.661 2.622
O 0.052 -0.814 2.070
C -0.989 -2.922 2.031
C -0.551 -3.186 0.738
N -0.165 -3.417 -0.328
C -1.645 -3.953 2.699
N -2.125 -4.841 3.258
H -0.945 -0.553 4.350
H -1.909 -1.988 4.265
O 0.617 2.187 -0.694
C -0.300 1.381 -0.870
O -0.345 0.259 -0.273
C -1.400 1.740 -1.827
C -1.399 3.049 -2.318
C -2.356 3.453 -3.234
C -3.311 2.559 -3.671
C -3.328 1.248 -3.170
C -2.369 0.840 -2.234
N -4.315 0.354 -3.625
O -4.390 -0.777 -3.117
O -5.084 0.739 -4.530
H -0.626 3.715 -1.965
H -2.353 4.469 -3.608
H -4.062 2.841 -4.394
H -2.382 -0.169 -1.850


Calculated total energy list, top to bottom, in eV: -57097.099, -43479.173, -5182.200, -7666.505, -136023.811, -88870.528, -114351.927, -16213.734, -22319.734, -26967.556, -7703.318, -16952.068, -10048.139, -142535.095